[1]
A structure of composition CH4Br2N3S at a distorted geometry, computed with ωB97M-V/def2-TZVPD.

Element x y z (Å)
C 1.017 -0.445 -0.279
N 1.453 0.570 0.523
N -0.243 -0.904 -0.265
N -1.252 -0.361 0.431
S 2.076 -1.360 -1.301
Br -2.869 -1.143 0.101
Br -2.016 2.440 -0.081
H 0.999 1.211 1.189
H 2.330 0.990 0.142
H -0.284 -1.796 -0.750
H -1.211 0.798 0.290

Calculated values
Frontier orbital gap (alpha / beta), eV: 5.1944 / 4.5507
E, eV: -156480.275
Energy relative to the best compared isomer or geometry (same formula, charge and spin), kJ/mol: 174.9
Net charge: +1

[2]
A structure of composition C6H8FN at a distorted geometry, computed with ωB97M-V/def2-TZVPD.

Element x y z (Å)
C 1.954 0.159 0.017
C 0.543 -0.421 -0.057
C -0.464 0.171 0.960
C -0.467 0.261 -1.004
C -1.689 -0.621 -0.675
C -1.745 -0.685 0.638
H 1.871 1.261 0.203
H 2.391 -0.326 0.869
H 2.596 -0.036 -0.865
H -0.234 0.347 1.988
H 0.206 1.908 0.038
H -0.230 0.524 -2.021
H -2.390 -0.969 -1.458
H -2.333 -1.131 1.440
N -0.695 1.362 0.004
F 0.687 -1.804 -0.077

Calculated values
Frontier orbital gap, eV: 10.5262
E, eV: -10556.597
Energy relative to the best compared isomer or geometry (same formula, charge and spin), kJ/mol: 237.4

[3]
A cluster of 10 separate species, C60H124F9N7O10 in total at a distorted geometry, computed with ωB97M-V/def2-TZVPD.

Element x y z (Å)
C -4.075 -7.999 10.661
C -4.781 -9.294 10.715
O -5.347 -9.878 9.868
N -4.806 -9.943 12.115
H -5.192 -9.405 12.854
H -5.330 -10.845 12.087
C -3.344 -10.382 12.377
H -4.638 -7.403 11.392
H -4.300 -7.636 9.705
H -3.010 -8.145 10.852
H -3.433 -11.239 13.046
H -2.737 -9.533 12.774
H -2.842 -10.691 11.470
C -5.432 3.041 2.158
C -4.619 1.848 1.967
O -4.678 0.843 2.707
N -3.706 1.858 0.982
H -3.410 2.687 0.502
H -3.435 -0.554 3.559
C -3.059 0.502 0.815
H -6.434 2.720 1.915
H -5.175 3.813 1.451
H -5.417 3.322 3.189
H -2.702 0.128 1.754
H -2.229 0.574 0.127
H -3.756 -0.187 0.384
C -1.704 3.906 -5.792
C -0.336 4.282 -6.427
C 0.746 3.640 -5.614
N 2.103 4.101 -5.963
C 2.297 5.518 -5.681
C 2.485 3.867 -7.441
C 4.035 3.901 -7.474
C 4.387 3.241 -6.115
C 3.158 3.257 -5.292
H -1.600 2.903 -5.536
H -2.620 4.044 -6.365
H -1.736 4.334 -4.825
H -0.105 5.352 -6.626
H -0.306 3.849 -7.402
H 0.735 2.558 -5.823
H 0.715 3.834 -4.553
H 1.595 6.011 -6.362
H 3.323 5.837 -5.817
H 1.999 5.706 -4.662
H 1.982 4.700 -7.950
H 2.127 2.922 -7.813
H 4.336 4.921 -7.594
H 4.413 3.367 -8.335
H 5.225 3.759 -5.616
H 4.813 2.223 -6.340
H 3.428 3.755 -4.340
H 2.735 2.269 -5.160
C 0.166 -5.452 -1.374
C 1.420 -5.421 -2.253
C 2.312 -4.376 -1.825
N 3.452 -4.037 -2.715
C 4.272 -3.074 -1.944
C 3.056 -3.494 -4.047
C 4.367 -3.465 -4.852
C 5.269 -4.581 -4.156
C 4.348 -5.244 -3.180
H -0.609 -6.192 -1.714
H -0.308 -4.437 -1.379
H 0.454 -5.710 -0.324
H 1.115 -5.160 -3.300
H 1.863 -6.428 -2.312
H 2.750 -4.591 -0.875
H 1.755 -3.444 -1.791
H 3.564 -2.366 -1.442
H 4.881 -2.450 -2.589
H 4.969 -3.539 -1.302
H 2.596 -2.477 -3.907
H 2.392 -4.164 -4.502
H 4.923 -2.489 -4.840
H 4.226 -3.714 -5.891
H 6.204 -4.168 -3.713
H 5.534 -5.281 -4.913
H 4.859 -5.710 -2.285
H 3.700 -5.953 -3.669
C 4.399 2.604 4.087
C 5.637 2.646 3.198
C 5.139 2.380 1.839
N 6.090 2.573 0.689
C 7.378 2.134 1.058
C 5.503 1.792 -0.523
C 5.354 2.712 -1.708
C 5.636 4.159 -1.196
C 6.166 4.001 0.208
H 4.587 2.983 5.090
H 4.125 1.538 4.313
H 3.580 3.169 3.613
H 6.436 1.898 3.375
H 6.246 3.527 3.311
H 4.272 2.999 1.557
H 4.796 1.375 1.734
H 7.369 1.065 1.239
H 7.828 2.557 1.939
H 8.053 2.260 0.239
H 6.223 0.985 -0.720
H 4.577 1.316 -0.134
H 5.981 2.446 -2.498
H 4.241 2.869 -2.028
H 6.431 4.559 -1.806
H 4.661 4.700 -1.205
H 7.194 4.347 0.246
H 5.561 4.629 0.850
C -2.042 2.920 7.401
C -2.637 1.869 6.455
C -3.531 2.455 5.331
C -2.680 3.190 4.330
C -1.615 2.260 3.713
C -0.588 1.658 4.749
N -1.417 1.139 5.937
O -1.084 0.186 6.483
C 0.403 2.773 5.192
C 0.308 0.503 4.245
C -3.340 0.873 7.304
H -1.400 3.649 6.956
H -1.578 2.443 8.230
H -2.946 3.315 7.854
H -4.095 3.181 5.900
H -4.211 1.649 4.847
H -2.110 4.034 4.805
H -3.294 3.551 3.513
H -1.070 2.834 2.957
H -2.102 1.430 3.250
H 1.128 2.508 5.971
H -0.023 3.642 5.633
H 0.898 3.053 4.278
H -0.166 -0.478 4.360
H 1.209 0.488 4.888
H 0.592 0.644 3.174
H -2.699 0.523 8.119
H -3.658 0.031 6.701
H -4.232 1.331 7.736
C -0.736 -2.727 -5.548
C -1.684 -2.027 -6.597
C -2.915 -2.899 -6.905
C -4.073 -1.986 -7.328
C -4.673 -1.113 -6.180
C -3.518 -0.710 -5.175
N -2.266 -0.723 -6.007
O -1.786 0.284 -6.214
C -3.501 -1.812 -4.019
C -3.769 0.669 -4.620
C -0.805 -1.673 -7.803
H -1.289 -2.927 -4.601
H 0.038 -1.999 -5.420
H -0.367 -3.582 -6.091
H -3.172 -3.525 -6.091
H -2.688 -3.495 -7.772
H -4.884 -2.550 -7.775
H -3.702 -1.346 -8.150
H -5.463 -1.640 -5.651
H -5.051 -0.173 -6.614
H -2.573 -1.706 -3.382
H -3.797 -2.820 -4.207
H -4.277 -1.408 -3.345
H -4.743 0.627 -4.161
H -3.882 1.387 -5.413
H -2.959 1.085 -3.974
H -0.452 -2.570 -8.195
H -0.013 -0.928 -7.618
H -1.477 -1.230 -8.618
C 1.182 3.426 -0.112
O -0.221 3.702 -0.263
O 1.989 3.298 -1.111
C 1.579 4.719 0.819
F 1.329 4.581 2.156
F 2.870 5.169 0.741
F 0.833 5.730 0.283
C -0.537 4.287 -1.556
C -2.132 4.513 -1.578
H -2.625 3.587 -1.960
H -2.467 4.909 -0.614
H -2.508 5.262 -2.311
H -0.345 3.546 -2.344
H 0.062 5.165 -1.778
H 1.205 2.552 0.563
C -3.876 -2.091 4.666
O -4.060 -2.429 5.976
O -3.469 -0.781 4.531
C -2.935 -3.207 4.066
F -3.244 -3.434 2.820
F -1.651 -2.557 4.031
F -2.814 -4.333 4.763
C -5.469 -2.479 6.429
C -5.540 -2.430 7.910
H -4.825 -1.736 8.288
H -6.610 -2.228 8.180
H -5.354 -3.390 8.373
H -5.884 -3.293 5.891
H -5.923 -1.596 6.016
H -4.818 -2.178 4.085
C 1.899 0.074 -2.618
O 2.214 -0.530 -1.339
O 2.577 -0.505 -3.539
C 0.460 -0.353 -2.712
F 0.351 -1.721 -2.724
F -0.519 0.100 -1.879
F -0.092 -0.044 -4.001
C 1.722 0.141 -0.153
C 0.917 -0.669 0.773
H 1.572 -1.408 1.368
H 0.317 0.032 1.354
H 0.258 -1.278 0.126
H 1.126 0.967 -0.462
H 2.557 0.549 0.380
H 2.021 1.159 -2.547

Calculated values
Frontier orbital gap, eV: 4.8778
E, eV: -119553.044
Net charge: +4

[4]
The molecule C6H12O, computed with ωB97M-V/def2-TZVPD.

Element x y z (Å)
C -0.783 0.005 -1.837
C 0.048 -1.062 -1.111
C 0.030 -1.153 0.430
C 0.173 0.154 1.236
C 1.457 0.931 0.974
C -1.076 0.974 1.015
O -1.114 2.094 0.566
H -0.742 -0.199 -2.913
H -1.842 0.006 -1.551
H -0.401 1.019 -1.684
H -0.279 -2.044 -1.475
H 1.087 -0.953 -1.445
H 0.851 -1.820 0.722
H -0.891 -1.652 0.761
H 0.135 -0.133 2.301
H 1.384 1.950 1.365
H 2.311 0.438 1.452
H 1.666 1.005 -0.098
H -2.015 0.440 1.293

Calculated values
Frontier orbital gap, eV: 10.6674
E, eV: -8463.827
Energy relative to the best compared isomer or geometry (same formula, charge and spin), kJ/mol: 50.8

[5]
A structure of composition C23H27AsN3O4RuSe2 at a distorted geometry, computed with ωB97M-V/def2-TZVPD.

Element x y z (Å)
Ru 0.220 0.157 -0.669
O -0.042 -1.955 -0.139
C -0.243 -2.572 0.918
C -0.601 -1.988 2.152
C -0.916 -2.824 3.241
C -1.280 -2.264 4.425
C -1.324 -0.872 4.585
C -0.997 -0.049 3.541
C -0.632 -0.578 2.280
O -0.339 0.260 1.325
N -1.633 -3.133 5.560
O -1.979 -2.585 6.582
O -1.552 -4.329 5.383
H -0.142 -3.664 0.886
H -0.887 -3.903 3.147
H -1.621 -0.471 5.545
H -1.021 1.025 3.660
Se 0.490 0.498 -3.308
Se 1.662 -1.576 -2.405
C 2.851 -0.653 -1.210
C 4.222 -0.738 -1.338
C 5.011 -0.009 -0.452
C 4.396 0.745 0.531
C 3.010 0.771 0.595
N 2.254 0.096 -0.268
C -1.331 -0.014 -2.943
C -2.251 -0.404 -3.891
C -3.508 -0.807 -3.445
C -3.789 -0.779 -2.091
C -2.806 -0.365 -1.202
N -1.602 0.009 -1.631
H 4.653 -1.339 -2.127
H 6.088 -0.018 -0.550
H 4.974 1.324 1.236
H 2.479 1.325 1.358
H -1.985 -0.410 -4.939
H -4.248 -1.154 -4.153
H -4.755 -1.083 -1.715
H -2.971 -0.318 -0.133
C 2.367 3.439 -1.546
C 1.482 3.676 -0.326
As -0.148 2.616 -0.380
C -1.133 3.083 1.230
C -0.982 4.542 1.656
C -1.159 3.379 -1.871
C -1.181 4.903 -1.960
H 3.327 3.939 -1.426
H 1.902 3.830 -2.453
H 2.560 2.376 -1.707
H 1.173 4.720 -0.265
H 2.003 3.441 0.602
H -0.772 2.413 2.002
H -2.175 2.822 1.036
H 0.049 4.780 1.916
H -1.594 4.713 2.542
H -1.310 5.243 0.893
H -2.173 2.985 -1.780
H -0.728 2.962 -2.783
H -1.781 5.348 -1.170
H -1.628 5.196 -2.910
H -0.182 5.337 -1.924

Calculated values
⟨S²⟩: 0.763
Frontier orbital gap (alpha / beta), eV: 5.8914 / 5.6754
E, eV: -231045.388
Spin multiplicity: 2
Energy relative to the best compared isomer or geometry (same formula, charge and spin), kJ/mol: 90.6
Net charge: +2

[6]
A structure of composition C48H57BeN8O3 at a distorted geometry, computed with ωB97M-V/def2-TZVPD.

Element x y z (Å)
Be -4.667 0.942 2.765
C 1.800 0.826 -0.772
C 0.552 0.352 -1.535
O -0.589 0.528 -0.749
H 1.741 1.873 -0.473
H 2.665 0.839 -1.436
H 2.138 0.250 0.090
H 0.797 -0.680 -1.785
H 0.530 0.841 -2.509
N -2.570 7.277 -5.220
C -1.639 6.301 -5.106
C -0.256 6.565 -5.322
C 0.141 7.878 -5.546
C -0.796 8.872 -5.734
C -2.142 8.493 -5.592
H -1.982 5.345 -4.738
H 0.479 5.779 -5.222
H 1.191 8.071 -5.709
H -0.491 9.893 -5.909
H -2.870 9.289 -5.643
N -3.226 6.410 2.488
C -2.226 6.693 1.593
C -1.779 8.020 1.352
C -2.445 9.014 2.010
C -3.515 8.767 2.828
C -3.764 7.465 3.192
H -1.851 5.863 1.013
H -0.985 8.190 0.640
H -2.099 10.018 1.814
H -4.071 9.652 3.099
H -4.520 7.209 3.920
N -0.953 1.881 6.719
C 0.366 2.211 6.728
C 1.011 2.729 7.918
C 0.231 2.815 9.109
C -1.099 2.332 9.125
C -1.648 1.973 7.917
H 0.941 2.157 5.816
H 2.066 2.959 7.897
H 0.713 3.190 10.000
H -1.676 2.159 10.022
H -2.650 1.569 7.896
N -3.305 -3.665 5.190
C -3.962 -4.200 6.214
C -3.492 -5.237 7.001
C -2.170 -5.709 6.747
C -1.479 -5.213 5.637
C -2.152 -4.236 4.767
H -4.950 -3.822 6.431
H -4.111 -5.591 7.812
H -1.727 -6.566 7.231
H -0.561 -5.728 5.397
H -1.677 -3.865 3.871
N 6.499 3.978 -8.716
C 5.448 3.087 -8.815
C 5.304 2.015 -8.016
C 6.157 1.782 -6.923
C 7.255 2.630 -6.801
C 7.368 3.724 -7.774
H 4.830 3.149 -9.698
H 4.607 1.216 -8.220
H 6.114 0.868 -6.350
H 8.057 2.506 -6.088
H 8.174 4.440 -7.716
N -1.900 -9.274 -3.508
C -1.671 -10.295 -2.594
C -1.350 -10.054 -1.300
C -1.312 -8.721 -0.848
C -1.621 -7.660 -1.669
C -1.897 -7.965 -3.058
H -1.745 -11.305 -2.971
H -1.160 -10.850 -0.595
H -1.153 -8.557 0.207
H -1.566 -6.679 -1.221
H -2.254 -7.213 -3.746
N -7.925 -2.796 0.217
C -7.896 -3.085 -1.160
C -8.756 -3.988 -1.799
C -9.676 -4.765 -1.088
C -9.642 -4.560 0.337
C -8.868 -3.524 0.923
H -7.028 -2.721 -1.689
H -8.712 -4.122 -2.870
H -10.341 -5.498 -1.518
H -10.453 -4.969 0.921
H -8.892 -3.299 1.979
N 7.969 -5.091 6.765
C 7.450 -3.808 6.698
C 6.348 -3.445 5.879
C 5.918 -4.420 4.968
C 6.489 -5.702 5.000
C 7.545 -6.016 5.868
H 7.806 -3.168 7.492
H 5.848 -2.489 5.823
H 5.014 -4.237 4.406
H 5.991 -6.354 4.298
H 7.954 -7.016 5.842
C -3.608 -1.038 -7.563
C -4.605 -1.943 -8.217
O -4.813 -3.099 -7.795
C -5.574 -1.355 -9.144
H -3.459 -1.497 -6.585
H -3.761 0.041 -7.549
H -2.654 -1.290 -8.027
H -6.240 -0.597 -8.733
H -6.122 -2.251 -9.437
H -5.118 -0.894 -10.020
C 8.403 3.869 1.006
C 8.026 2.928 2.164
O 6.963 2.983 2.711
C 9.143 2.049 2.708
H 8.240 3.346 0.063
H 9.479 4.049 1.011
H 7.842 4.753 0.705
H 9.325 1.221 2.024
H 8.839 1.494 3.596
H 10.099 2.507 2.962

Calculated values
Frontier orbital gap, eV: 1.7057
E, eV: -69143.391
Energy relative to the best compared isomer or geometry (same formula, charge and spin), kJ/mol: 909.5
Net charge: +1